1.
{"formula": "C31H37N3O4", "method": "wB97M-V/def2-TZVPD", "e_homo_ev": -7.3, "multiplicity": 1, "smiles": "CCOC(=O)[C@@](C)(C(C)=O)[C@H](/C=C/N1[C@H](Cc2c[nH]c3ccccc23)C(=O)N(C)C1(C)C)c1ccccc1", "symbols": ["C", "C", "O", "C", "C", "C", "C", "C", "O", "O", "H", "H", "H", "H", "H", "H", "H", "H", "H", "H", "H", "C", "N", "C", "O", "C", "C", "C", "C", "N", "C", "C", "C", "C", "C", "C", "N", "C", "C", "C", "C", "C", "C", "C", "C", "C", "C", "C", "C", "H", "H", "H", "H", "H", "H", "H", "H", "H", "H", "H", "H", "H", "H", "H", "H", "H", "H", "H", "H", "H", "H", "H", "H", "H", "H"], "positions_angstrom": [[-0.768914, 0.803745, 3.945634], [-1.131800, -0.418339, 3.158580], [-2.312216, -0.065379, 2.382884], [-2.677306, -1.107219, 1.626762], [-3.945910, -0.943072, 0.771056], [-3.763560, 0.342489, -0.041672], [-3.813027, -2.268093, -0.025236], [-3.164706, -2.184179, -1.382771], [-4.232100, -3.328375, 0.412682], [-1.996885, -2.120071, 1.587258], [0.089232, 0.575758, 4.580649], [-0.480787, 1.625698, 3.283327], [-1.592074, 1.130658, 4.586813], [-0.335236, -0.701102, 2.458520], [-1.390947, -1.270945, 3.802864], [-3.791674, 1.212861, 0.632380], [-2.789288, 0.315119, -0.553565], [-4.555314, 0.462876, -0.793812], [-3.704308, -1.491577, -2.048013], [-2.119307, -1.852865, -1.262782], [-3.184352, -3.183197, -1.832873], [-11.140574, -3.068736, -1.702867], [-9.788895, -3.273276, -1.232662], [-9.085383, -4.410602, -1.531663], [-9.488648, -5.337704, -2.231789], [-7.738693, -4.303598, -0.818791], [-6.495951, -4.632558, -1.681684], [-6.522993, -6.021010, -2.204346], [-6.397291, -7.211407, -1.498849], [-6.629354, -8.268020, -2.357999], [-6.871964, -7.786212, -3.638582], [-7.249128, -8.453567, -4.799509], [-7.518602, -7.678707, -5.938842], [-7.429118, -6.275016, -5.896190], [-7.069859, -5.606606, -4.718641], [-6.792314, -6.365611, -3.583206], [-7.761154, -2.926900, -0.353434], [-6.877846, -2.517636, 0.594388], [-6.366606, -1.273154, 0.648062], [-5.219238, -0.958036, 1.560751], [-5.466028, 0.373242, 2.297580], [-4.655158, 0.711362, 3.377602], [-4.643159, 2.020469, 3.858823], [-5.503247, 2.973997, 3.299988], [-6.431392, 2.596240, 2.327711], [-6.443067, 1.275329, 1.864381], [-9.013495, -2.213891, -0.607052], [-8.830860, -1.022708, -1.563471], [-9.660952, -1.701840, 0.688411], [-11.484213, -3.989185, -2.182550], [-11.790504, -2.825970, -0.852945], [-11.169966, -2.237713, -2.419390], [-7.744627, -5.002347, 0.044558], [-6.451615, -3.931503, -2.532274], [-5.600401, -4.458502, -1.058854], [-6.182587, -7.343666, -0.444726], [-6.620387, -9.246653, -2.095507], [-7.321511, -9.538562, -4.788765], [-7.805475, -8.162164, -6.871625], [-7.647742, -5.695284, -6.796703], [-7.004077, -4.518110, -4.651464], [-6.480013, -3.297500, 1.257256], [-6.639615, -0.515495, -0.090382], [-5.144657, -1.764813, 2.313621], [-4.048212, -0.051591, 3.862601], [-3.966180, 2.281853, 4.670254], [-5.458596, 4.018380, 3.628011], [-7.167148, 3.302676, 1.926931], [-7.190027, 0.973050, 1.128696], [-8.356008, -1.351149, -2.498565], [-9.819155, -0.597172, -1.786551], [-8.221580, -0.244268, -1.093839], [-9.869234, -2.546027, 1.358162], [-8.977881, -1.001879, 1.183441], [-10.593582, -1.178237, 0.447949]], "atomic_forces_ev_per_a": [[0.3, 0.3, 0.3], [0.0, 0.4, 0.0], [0.4, -0.8, -0.4], [0.6, -0.6, 0.1], [1.9, -0.2, -0.2], [0.1, 0.1, -0.3], [-0.9, -1.0, -0.4], [0.2, -0.3, -0.2], [0.7, 1.3, -0.3], [-0.6, 0.7, -0.1], [0.0, 0.0, 0.0], [-0.1, -0.1, 0.1], [0.1, 0.0, -0.1], [-0.2, -0.1, 0.3], [0.2, 0.2, -0.3], [0.1, -0.3, -0.3], [-0.4, 0.2, 0.1], [0.2, 0.0, 0.2], [0.2, -0.1, 0.3], [-0.4, 0.0, -0.2], [0.1, 0.2, 0.1], [0.0, 0.2, 0.1], [0.0, -0.4, -0.3], [-0.4, -0.6, -0.6], [0.4, 1.1, 1.0], [-0.1, 0.1, 0.2], [0.1, 0.4, 0.3], [0.3, -1.2, 0.1], [-0.3, 1.3, -1.0], [0.1, -0.3, -0.2], [-0.1, 0.5, 0.4], [0.0, 0.3, -0.5], [0.2, -0.3, 0.6], [0.2, 0.4, 0.4], [-0.1, -0.3, -0.5], [-0.2, -0.8, 0.7], [-0.8, -0.4, -0.4], [1.2, 1.0, 0.1], [0.0, -0.9, 0.0], [-1.9, 0.2, 1.7], [-0.1, -0.6, -0.1], [-0.3, 0.5, 0.4], [-0.4, -0.1, -0.1], [0.1, 0.2, 0.0], [-0.1, -0.3, 0.2], [0.4, 0.5, -0.1], [0.1, 0.1, 0.0], [-0.2, -0.1, -0.2], [0.0, -0.2, -0.1], [0.1, 0.2, 0.1], [0.0, -0.1, -0.2], [-0.1, -0.2, 0.0], [-0.1, 0.1, -0.3], [0.0, -0.1, 0.3], [-0.4, 0.0, -0.2], [-0.1, -0.2, -0.2], [0.0, 0.5, -0.1], [-0.1, 0.1, -0.2], [0.1, 0.1, 0.3], [0.1, -0.2, 0.3], [-0.1, -0.3, -0.2], [-0.1, 0.3, -0.2], [0.1, -0.5, 0.2], [-0.1, 0.3, -0.3], [-0.1, 0.3, -0.2], [-0.2, 0.1, -0.1], [0.0, -0.4, 0.0], [0.4, -0.2, 0.3], [0.3, 0.2, 0.2], [-0.1, 0.1, 0.2], [0.3, 0.0, 0.0], [-0.2, -0.1, -0.2], [0.0, 0.2, -0.1], [-0.2, -0.2, -0.1], [0.2, -0.1, 0.1]]}

---

2.
{"formula": "C42H53F10N7O7S", "method": "wB97M-V/def2-TZVPD", "e_homo_ev": -10.2, "multiplicity": 1, "smiles": "CC(=O)OC(=O)Cc1c2c(cc(S(=O)(=O)C(F)(F)C(F)(F)C(F)(F)C(F)(F)F)c1[C@@H](C)F)C(=O)NC2=O.CCCC#N.CCCC#N.CCCC#N.CCCC#N.CCCC#N.CCCC#N", "symbols": ["C", "C", "O", "O", "C", "O", "C", "C", "C", "C", "C", "C", "S", "O", "O", "C", "F", "F", "C", "F", "F", "C", "F", "F", "C", "F", "F", "F", "C", "C", "C", "F", "C", "O", "N", "C", "O", "H", "H", "H", "H", "H", "H", "H", "H", "H", "H", "H", "C", "C", "C", "C", "N", "H", "H", "H", "H", "H", "H", "H", "C", "C", "C", "C", "N", "H", "H", "H", "H", "H", "H", "H", "C", "C", "C", "C", "N", "H", "H", "H", "H", "H", "H", "H", "C", "C", "C", "C", "N", "H", "H", "H", "H", "H", "H", "H", "C", "C", "C", "C", "N", "H", "H", "H", "H", "H", "H", "H", "C", "C", "C", "C", "N", "H", "H", "H", "H", "H", "H", "H"], "positions_angstrom": [[4.010985, -3.409569, 1.580251], [3.576185, -2.425415, 2.616753], [3.027403, -2.734773, 3.612001], [3.827705, -1.075120, 2.392960], [4.997897, -0.749800, 1.754183], [6.025381, -1.240990, 2.093285], [4.853307, 0.302248, 0.663876], [3.510792, 0.150506, -0.042512], [3.432822, -0.663962, -1.181696], [2.248167, -0.820281, -1.886209], [1.101161, -0.134743, -1.525113], [1.173389, 0.708805, -0.407122], [-0.347662, 1.618991, -0.140260], [-1.015643, 1.646351, -1.414844], [-0.134369, 2.871409, 0.512656], [-1.437558, 0.529297, 0.905493], [-1.162352, 0.796007, 2.185543], [-1.115880, -0.752357, 0.670470], [-2.976819, 0.794652, 0.685588], [-3.551732, 0.669158, 1.902151], [-3.190759, 2.045822, 0.264083], [-3.755606, -0.207899, -0.223172], [-3.704506, -1.453758, 0.289521], [-5.045372, 0.206844, -0.190392], [-3.393789, -0.283197, -1.730094], [-4.268231, -1.139026, -2.289091], [-3.529201, 0.893910, -2.312930], [-2.174380, -0.777696, -1.918617], [2.346591, 0.839741, 0.372006], [2.416111, 1.702480, 1.611879], [2.769528, 3.159460, 1.293333], [1.256092, 1.583989, 2.352161], [2.464548, -1.744472, -3.022851], [1.693598, -2.118229, -3.841870], [3.847328, -2.098003, -2.998898], [4.472698, -1.512356, -1.866192], [5.604553, -1.715029, -1.560803], [3.295554, -4.225133, 1.586208], [4.985471, -3.800584, 1.858329], [4.048676, -2.977461, 0.585585], [4.888707, 1.277000, 1.144037], [5.665830, 0.220040, -0.041810], [0.195601, -0.238548, -2.100783], [3.205411, 1.293209, 2.233776], [3.651250, 3.444496, 1.866215], [1.965244, 3.828710, 1.576478], [3.036717, 3.280536, 0.247331], [3.968596, -3.107564, -2.972735], [-0.842544, -1.627473, 4.492452], [-1.962034, -2.499814, 3.944318], [-1.490809, -3.896388, 3.530415], [-0.557577, -3.840384, 2.404097], [0.162165, -3.799184, 1.510331], [-0.074419, -1.445087, 3.744524], [-1.234451, -0.661770, 4.807979], [-0.367482, -2.095799, 5.356022], [-2.424985, -2.012764, 3.083897], [-2.739958, -2.604025, 4.701746], [-2.348143, -4.504241, 3.235472], [-1.013507, -4.404274, 4.370080], [10.864352, -0.793346, -1.602456], [10.293409, -0.424386, -0.238084], [8.787510, -0.686662, -0.132445], [8.020815, 0.155370, -1.043879], [7.430498, 0.827143, -1.763830], [10.425624, -0.183826, -2.393544], [11.942640, -0.636106, -1.621341], [10.673733, -1.842314, -1.835925], [10.499134, 0.626330, -0.025466], [10.794793, -1.008103, 0.535514], [8.435203, -0.497650, 0.884324], [8.565340, -1.732593, -0.351648], [-6.335542, -6.197180, -0.057198], [-6.846643, -4.818023, -0.457233], [-5.895831, -3.689133, -0.046231], [-5.767808, -3.575440, 1.404054], [-5.700014, -3.551919, 2.549977], [-6.254531, -6.290846, 1.026745], [-7.015347, -6.973394, -0.407420], [-5.352736, -6.391429, -0.490476], [-7.830269, -4.647799, -0.016277], [-6.973455, -4.777207, -1.540165], [-6.256978, -2.736119, -0.436624], [-4.906624, -3.852085, -0.477492], [-7.534908, 2.028106, -2.367879], [-8.263266, 2.244475, -1.046252], [-9.719301, 1.769827, -1.088123], [-10.519076, 2.546779, -2.034459], [-11.147652, 3.158168, -2.775211], [-7.986550, 2.602268, -3.170673], [-6.495387, 2.340446, -2.286236], [-7.547783, 0.973160, -2.652808], [-8.231861, 3.302077, -0.777525], [-7.748492, 1.702570, -0.249953], [-10.174232, 1.859417, -0.100189], [-9.765519, 0.715265, -1.365199], [10.201361, 0.718712, 3.341238], [9.566150, 0.929788, 4.709323], [8.122237, 0.421982, 4.774787], [7.233372, 1.165452, 3.886991], [6.536641, 1.745860, 3.184252], [9.676651, 1.285558, 2.570103], [11.240251, 1.047799, 3.344577], [10.184174, -0.336807, 3.061954], [9.596308, 1.988881, 4.969858], [10.146955, 0.400805, 5.466232], [7.740184, 0.508494, 5.793038], [8.076581, -0.635550, 4.507357], [-9.030209, 5.675091, -6.978100], [-8.572292, 6.409298, -5.723720], [-7.084991, 6.197089, -5.419205], [-6.784151, 4.802062, -5.105508], [-6.548392, 3.707734, -4.851987], [-8.927485, 4.595187, -6.864478], [-10.078736, 5.888150, -7.183086], [-8.447620, 5.983909, -7.848331], [-9.171037, 6.086082, -4.870647], [-8.744445, 7.480113, -5.845057], [-6.785964, 6.812541, -4.569299], [-6.474450, 6.509390, -6.268164]], "atomic_forces_ev_per_a": [[-0.1, 0.0, -0.3], [0.4, -0.2, 0.1], [-0.7, -0.1, 0.9], [-0.1, 0.1, -0.6], [0.0, 0.5, -0.2], [0.7, -0.4, 0.0], [-1.3, -0.2, 0.4], [0.2, 0.1, -0.6], [-0.3, 0.5, 0.3], [-0.2, 0.6, 0.4], [0.4, 0.0, 0.2], [0.1, -0.6, 0.1], [-0.2, 1.1, -1.1], [0.1, -0.4, 0.2], [0.1, -0.4, 0.3], [0.3, 0.2, 0.6], [-0.1, -0.1, 0.0], [-0.2, 0.0, -0.2], [0.1, -0.4, 0.3], [0.0, -0.1, -0.1], [0.1, -0.1, 0.0], [-0.3, 0.3, -0.3], [0.2, 0.3, 0.0], [0.1, -0.1, 0.1], [-0.3, -0.3, 0.0], [0.1, 0.1, 0.0], [0.1, -0.1, 0.0], [0.0, 0.1, 0.0], [-0.3, -0.4, -0.5], [0.6, 0.1, -0.1], [0.4, -0.1, 0.3], [0.0, 0.0, 0.0], [0.8, 0.3, 0.2], [-0.8, -0.4, -0.5], [-0.4, -0.4, 1.0], [-0.8, 0.2, -0.3], [0.7, -0.2, 0.5], [-0.1, 0.0, 0.0], [0.1, 0.0, -0.1], [0.2, 0.1, -0.1], [0.4, 0.1, 0.1], [0.2, -0.1, 0.0], [-0.1, 0.1, 0.0], [-0.1, -0.1, 0.2], [0.0, 0.0, 0.1], [-0.2, 0.0, -0.2], [-0.2, 0.1, -0.1], [0.4, 0.1, -0.8], [0.0, 0.0, 0.0], [0.0, 0.2, 0.1], [-0.2, 0.1, 0.0], [0.0, -0.2, 0.0], [0.1, 0.1, 0.0], [0.1, 0.0, -0.1], [0.0, 0.0, 0.0], [0.0, 0.0, 0.0], [-0.1, 0.0, 0.0], [0.0, -0.1, -0.1], [0.0, 0.0, -0.1], [0.1, 0.0, 0.0], [0.0, 0.0, 0.0], [0.1, 0.0, -0.2], [0.2, 0.0, 0.2], [0.0, 0.0, -0.1], [0.0, 0.1, 0.0], [0.0, 0.0, 0.0], [0.0, 0.0, 0.0], [0.0, 0.0, 0.0], [0.0, 0.0, 0.0], [0.0, 0.0, 0.1], [-0.1, 0.0, 0.0], [-0.1, 0.0, -0.1], [0.0, 0.0, 0.0], [0.0, -0.2, 0.0], [-0.1, 0.1, -0.3], [0.0, -0.2, 0.1], [0.1, 0.1, 0.0], [0.0, 0.0, 0.0], [0.0, 0.0, 0.0], [0.0, 0.0, 0.0], [0.0, 0.1, 0.0], [0.0, 0.1, 0.0], [0.0, 0.0, 0.0], [0.0, 0.0, 0.1], [-0.1, -0.1, 0.3], [0.2, -0.1, -0.1], [0.1, 0.1, 0.2], [-0.1, -0.1, 0.0], [0.0, 0.1, 0.0], [0.0, 0.0, -0.1], [0.0, 0.0, -0.1], [0.0, 0.0, 0.0], [-0.1, 0.0, 0.0], [-0.1, 0.0, 0.0], [-0.1, 0.0, 0.0], [0.0, 0.0, -0.1], [0.0, 0.0, 0.0], [0.1, 0.0, -0.1], [0.2, 0.0, 0.2], [-0.1, -0.1, 0.0], [-0.1, 0.1, -0.1], [0.0, 0.0, 0.0], [0.0, 0.0, 0.0], [0.0, 0.0, 0.0], [-0.1, 0.0, 0.0], [-0.1, 0.0, 0.0], [-0.1, 0.0, 0.0], [-0.1, 0.0, -0.1], [0.0, 0.0, 0.0], [-0.1, 0.0, -0.2], [-0.2, 0.2, 0.1], [0.1, 0.0, 0.0], [0.0, 0.0, -0.1], [0.0, 0.0, 0.0], [0.0, 0.0, 0.0], [0.0, 0.0, 0.0], [0.0, 0.0, 0.0], [0.1, 0.0, 0.0], [0.0, -0.1, 0.0], [0.0, -0.1, 0.0]]}